Record 1
Here is one molecule with the formula C5H11NO at a distorted geometry from OMol25. Energies are from ωB97M-V/def2-TZVPD.

Its lowest unoccupied orbital energy is 0.03494 Ha. For the HOMO energy, the calculation gives -9.0258 eV. The energy above the lowest of the compared OMol25 structures with the same formula, charge and spin is 123.9 kJ/mol. Its charge is 0.

Geometry (Å):
C1 -1.0229 -1.5882 0.0613
C2 0.2966 -0.7895 -0.0542
C3 0.7459 -0.3670 1.3656
C4 0.0699 0.5013 -0.9032
N1 -1.2614 1.0624 -0.8089
C5 1.1059 1.6227 -0.6230
O1 0.8322 2.7792 -0.5143
H1 -1.6620 -1.0462 0.7597
H2 -0.8714 -2.5690 0.5139
H3 -1.4632 -1.7138 -0.9227
H4 1.0899 -1.3485 -0.5395
H5 0.1437 0.4589 1.7431
H6 0.7505 -1.2308 2.0271
H7 1.7701 0.0089 1.2770
H8 0.3327 0.2174 -1.9442
H9 -1.1686 2.0713 -0.8302
H10 -1.8227 0.6747 -0.0785
H11 2.1349 1.2561 -0.5289



Record 2
Here is one molecule with the formula C6H6O at a distorted geometry from OMol25. Energies are from ωB97M-V/def2-TZVPD.

Its lowest unoccupied orbital energy is 0.02994 Ha. For the HOMO energy, the calculation gives -8.3337 eV. The energy above the lowest of the compared OMol25 structures with the same formula, charge and spin is 363.2 kJ/mol. Its charge is 0.

Geometry (Å):
C1 3.2535 -0.0453 -0.0336
C2 2.0523 -0.3207 -0.0049
C3 0.6596 -0.2135 -0.0786
C4 -0.0108 0.9877 -0.1800
C5 -1.5046 0.7366 0.0563
C6 -1.3944 -0.9533 -0.0421
O1 -0.0527 -1.3593 -0.0534
H1 4.3793 -0.0766 0.1545
H2 0.4706 1.9022 -0.0213
H3 -1.9503 1.0064 1.1060
H4 -2.1928 1.1518 -0.8264
H5 -1.7699 -1.4268 0.8517
H6 -1.9397 -1.3891 -0.9282



Record 3
Here is C21H56O7 as an isolated structure at a distorted geometry from OMol25. Energies are from ωB97M-V/def2-TZVPD.

Its lowest unoccupied orbital energy is 0.00920 Ha. For the HOMO energy, the calculation gives -7.1584 eV. The energy above the lowest of the compared OMol25 structures with the same formula, charge and spin is 1688.1 kJ/mol. Its charge is 0.

Geometry (Å):
C1 5.7537 16.0534 31.7748
C2 4.8433 16.5089 30.6634
C3 3.5493 15.6955 30.5716
O1 4.4311 17.7802 30.9734
H1 6.0983 15.0217 31.7041
H2 5.2717 16.0539 32.7525
H3 6.6735 16.6375 31.8019
H4 5.3048 16.5713 29.6779
H5 3.0813 15.4957 31.5356
H6 3.8665 14.7786 30.0748
H7 2.7564 16.1753 29.9978
H8 4.0021 17.6731 31.8255
C4 4.8749 21.6538 26.7758
C5 5.5734 22.1015 28.0323
C6 6.0086 20.9316 28.9893
O2 6.7050 22.8538 27.7535
H9 4.2818 22.4504 26.3267
H10 4.2453 20.7877 26.9795
H11 5.6314 21.3082 26.0713
H12 4.8700 22.7290 28.5796
H13 6.6951 21.2771 29.7623
H14 6.4331 20.1893 28.3134
H15 5.1605 20.6245 29.6013
H16 7.2350 22.2516 27.2261
C7 9.2131 18.9804 24.5019
C8 7.7761 19.3446 24.8075
C9 7.3011 18.8082 26.1774
O3 7.6504 20.7198 24.6383
H17 9.9715 19.4721 25.1111
H18 9.4806 19.1745 23.4633
H19 9.3302 17.9030 24.6186
H20 7.1967 18.8522 24.0266
H21 7.7719 19.4245 26.9433
H22 7.5584 17.7755 26.4128
H23 6.2292 18.9969 26.2367
H24 7.6715 21.0813 23.7492
C10 5.9370 16.4330 24.4732
C11 5.3667 15.3291 25.4019
C12 6.4122 15.0837 26.5629
O4 4.1759 15.8228 25.9641
H25 6.0216 17.4027 24.9636
H26 5.2531 16.5526 23.6329
H27 6.8560 16.0726 24.0109
H28 5.2300 14.4483 24.7747
H29 6.1823 14.1630 27.0991
H30 6.3741 15.9782 27.1846
H31 7.4525 14.9899 26.2515
H32 3.7393 15.0603 26.3508
C13 1.4139 19.7463 28.4339
C14 2.1067 20.3311 29.6878
C15 2.0983 19.4156 30.9808
O5 3.4604 20.6767 29.4234
H33 2.0054 20.0154 27.5587
H34 0.3902 20.1016 28.3159
H35 1.5167 18.6612 28.4403
H36 1.6145 21.2555 29.9901
H37 2.6960 18.5270 30.7776
H38 1.0903 19.1365 31.2877
H39 2.6011 19.8904 31.8232
H40 3.8900 19.8576 29.1662
C16 6.2966 18.3095 28.4820
C17 4.8156 18.6044 28.3033
C18 3.9879 17.4031 27.9199
O6 4.2799 19.0328 29.5878
H41 6.4407 17.5605 29.2607
H42 6.9474 19.1731 28.6189
H43 6.6882 17.9012 27.5503
H44 4.6852 19.4632 27.6448
H45 3.0081 17.7177 27.5607
H46 3.8828 16.7327 28.7729
H47 4.4326 16.8270 27.1085
H48 4.3076 18.2563 30.1517
C19 8.6378 17.4122 28.7126
C20 9.1617 17.9673 30.0930
C21 8.9133 16.9407 31.2060
O7 10.5369 18.1784 29.9345
H49 8.7945 18.0819 27.8671
H50 7.5592 17.2648 28.6591
H51 8.9737 16.4039 28.4704
H52 8.7190 18.9295 30.3507
H53 7.9298 16.4826 31.3101
H54 9.1692 17.4255 32.1481
H55 9.7153 16.2045 31.1519
H56 10.8762 18.5925 30.7314



Record 4
Here is C3H4LiO3Sm as an isolated structure at a distorted geometry from OMol25. Energies are from ωB97M-V/def2-TZVPD.

Its lowest unoccupied orbital energy (spin up / spin down) is -0.17370 / -0.17443 Ha. As for the expectation value of S²: 12.01. The spin multiplicity is 7. For the HOMO energy (spin up / spin down), the calculation gives -9.3450 / -9.3256 eV. The energy above the lowest of the compared OMol25 structures with the same formula, charge and spin is 498.8 kJ/mol. Its charge is +1.

Geometry (Å):
H1 1.2595 1.6820 1.6425
C1 1.2272 1.6562 0.5367
C2 -0.1528 2.0085 0.0475
O1 -0.8759 0.7336 0.0957
C3 -2.0751 0.2148 -0.5068
O2 -2.1087 -1.0899 -0.1505
Sm1 0.3171 -1.2028 0.0475
O3 1.7302 0.3792 0.1062
H2 1.8831 2.4673 0.1653
H3 -0.0957 2.2238 -1.0351
H4 -2.9021 -1.5425 -0.4646
Li1 3.4631 0.2636 -0.2692



Record 5
Here is a 2-piece molecular cluster, C4H5O3 overall at a distorted geometry from OMol25. Energies are from ωB97M-V/def2-TZVPD.

Its lowest unoccupied orbital energy (spin up / spin down) is -0.33322 / -0.33610 Ha. For the HOMO energy (spin up / spin down), the calculation gives -14.2225 / -14.1028 eV. The energy above the lowest of the compared OMol25 structures with the same formula, charge and spin is 701.8 kJ/mol. Its charge is +1.

Geometry (Å):
C1 3.5378 -0.4739 -0.1615
C2 3.0670 0.7958 -0.3786
C3 1.4442 -0.4161 0.3206
C4 -2.5195 -0.5674 0.1542
O1 2.4482 -1.2546 0.3055
O2 1.7243 0.7735 -0.1679
O3 -1.4938 0.0777 -0.2541
H1 4.3949 -0.9937 -0.2050
H2 3.4728 1.7186 -0.8135
H3 -3.2254 0.0733 0.8062
H4 -1.9825 -1.1118 0.9130
H5 -2.9109 -1.4307 -0.4952